{
  "formula": "C5H6AlCl2CoO4",
  "method": "ωB97M-V/def2-TZVPD",
  "multiplicity": 5,
  "gap_ev": [8.180, 2.731],
  "lumo_ev": [-16.80, -22.23],
  "de_lowest_kcal_mol": 27.0,
  "s_squared": 6.01,
  "charge": 4,
  "elements": ["Al", "Co", "Cl", "Cl", "C", "C", "C", "O", "O", "O", "C", "C", "O", "H", "H", "H", "H", "H", "H"],
  "positions_angstrom": [[0.014, -0.667, -2.855], [0.633, 1.071, 0.225], [-1.775, -1.688, -3.235], [-0.405, 1.292, -1.757], [1.984, 2.233, 0.249], [1.225, -1.972, -4.087], [0.215, 0.633, -4.474], [2.917, 2.905, 0.109], [1.312, -2.566, -5.077], [0.559, 1.450, -5.215], [-1.327, -0.620, 3.519], [-0.338, 0.273, 2.776], [-0.044, -0.243, 1.469], [-2.203, -0.825, 2.907], [-1.692, -0.168, 4.449], [-0.828, -1.547, 3.792], [-0.705, 1.291, 2.586], [0.627, 0.361, 3.264], [-0.168, -1.212, 1.355]]
}